No. 1
{"formula": "C5H8O2", "method": "the ωB97M-V functional and the def2-TZVPD basis", "symbols": ["O", "C", "C", "C", "C", "C", "O", "H", "H", "H", "H", "H", "H", "H", "H"], "positions_angstrom": [[2.4838, 0.6090, 0.6875], [1.6516, -0.3589, 0.0450], [0.1859, -0.1850, 0.4112], [-0.6282, 0.7040, -0.4485], [-2.0517, 0.5495, -0.1561], [-1.4625, -1.4445, 0.1040], [-1.7304, -2.4678, -0.3937], [3.4059, 0.3586, 0.5233], [1.9250, -1.3719, 0.3542], [1.7662, -0.2864, -1.0492], [0.0480, 0.0297, 1.4769], [-0.0641, 1.5450, 0.0064], [-0.3935, 0.6289, -1.5187], [-2.7615, 0.9366, -0.9063], [-2.3746, 0.7533, 0.8640]], "forces_ev_per_angstrom": [[-0.028, -0.137, 0.005], [-0.453, -0.663, -0.183], [-0.351, -1.150, -0.013], [0.509, 0.400, 0.224], [0.100, -0.772, 0.174], [0.288, 0.504, -1.281], [0.431, 1.580, 1.027], [-0.360, 0.120, 0.088], [0.209, -0.028, -0.045], [-0.072, -0.065, 0.244], [0.009, -0.170, -0.224], [-0.679, 0.985, -0.555], [0.041, -0.008, 0.340], [0.228, -0.605, 0.318], [0.126, 0.010, -0.119]], "max_force_ev_per_a": 1.9, "relative_energy_kj_mol": 429.6, "charge": 0, "homo_ev": -8.1, "homo_lumo_gap_ha": 0.31667}


No. 2
{"formula": "C5H8O2", "method": "the ωB97M-V functional and the def2-TZVPD basis", "symbols": ["O", "C", "O", "C", "C", "C", "C", "H", "H", "H", "H", "H", "H", "H", "H"], "positions_angstrom": [[2.3275, 0.2558, -0.3575], [1.4564, -0.1871, 0.3375], [1.4350, -0.1137, 1.7292], [0.2349, -0.8725, -0.0430], [-1.0568, -0.1295, 0.3092], [-1.5685, 0.6569, -0.9033], [-2.7915, 0.4026, -1.3642], [1.9148, 0.6773, 2.1774], [0.2304, -1.1504, -1.0751], [0.2337, -1.8384, 0.5559], [-1.9638, -0.7397, 0.6235], [-0.8236, 0.4367, 1.2340], [-0.7562, 1.3453, -1.3610], [-3.4853, -0.1957, -0.9503], [-3.0974, 1.1066, -2.1950]], "forces_ev_per_angstrom": [[-0.296, -0.072, 0.333], [1.124, 1.325, 1.346], [1.003, 1.902, 0.855], [-1.545, -2.812, 0.651], [-1.262, 0.355, 0.404], [1.563, -0.116, 1.001], [2.633, 4.693, -2.965], [-0.709, -2.030, -1.766], [0.216, -0.097, -0.690], [0.088, 0.963, -0.689], [1.517, -0.009, -0.370], [-0.331, 0.306, -0.748], [-1.926, -0.968, 0.436], [-2.054, -2.135, 1.473], [-0.019, -1.303, 0.727]], "max_force_ev_per_a": 6.1, "relative_energy_kj_mol": 128.1, "charge": 0, "homo_ev": -9.9, "homo_lumo_gap_ha": 0.39009, "smiles": "C=CCCC(=O)O"}


No. 3
{"formula": "C5H8O2", "method": "the ωB97M-V functional and the def2-TZVPD basis", "symbols": ["O", "C", "C", "C", "O", "C", "C", "H", "H", "H", "H", "H", "H", "H", "H"], "positions_angstrom": [[2.6398, 0.4584, 0.4759], [1.2908, 0.6562, 0.7887], [0.5518, 1.1094, -0.4019], [-1.0698, -0.5945, 0.1150], [-1.7936, 0.0194, 1.0907], [-1.5664, -1.2358, -0.9445], [0.3790, -0.3210, 0.0901], [2.9955, -0.2539, 1.0162], [1.0841, 1.0690, 1.7731], [-0.3175, 1.7354, -0.2077], [1.0671, 1.2792, -1.3346], [-2.6825, 0.1654, 0.7387], [-2.6108, -1.4790, -1.0633], [-0.8936, -1.4703, -1.7635], [0.9260, -1.1377, -0.3730]], "forces_ev_per_angstrom": [[0.224, -0.175, 0.330], [-0.202, 0.249, 0.148], [0.209, 0.283, -0.182], [0.008, -0.270, -0.201], [-0.164, -0.036, 0.021], [-0.196, -0.129, 0.106], [-0.042, 0.027, -0.377], [-0.002, -0.012, 0.077], [-0.053, -0.063, -0.112], [0.162, -0.190, -0.161], [0.236, 0.141, 0.097], [0.086, -0.146, 0.243], [-0.159, 0.115, 0.033], [-0.149, -0.234, 0.240], [0.042, 0.439, -0.263]], "max_force_ev_per_a": 0.5, "relative_energy_kj_mol": 234.7, "charge": 0, "homo_ev": -8.5, "homo_lumo_gap_ha": 0.34075, "smiles": "C=C(O)[C@H]1C[C@@H]1O"}


No. 4
{"formula": "C5H8O2", "method": "the ωB97M-V functional and the def2-TZVPD basis", "symbols": ["C", "C", "C", "C", "C", "O", "O", "H", "H", "H", "H", "H", "H", "H", "H"], "positions_angstrom": [[2.7843, -0.0030, 0.6355], [1.4674, -0.2470, 0.6973], [-0.1064, -0.0043, -1.2840], [-1.0377, 0.0895, 1.0483], [0.1619, -0.4368, 0.1666], [3.7192, -0.7568, 1.1446], [3.1755, -2.0380, 1.1872], [3.2099, 0.9321, 0.2097], [0.9037, -0.0650, -1.7130], [-0.5082, 0.9734, -1.0878], [-0.7315, -0.6963, -1.6529], [-0.9083, 1.0195, 1.6720], [-1.4094, -0.6629, 1.8725], [-1.8712, 0.1356, 0.3586], [0.2202, -1.5740, 0.0771]], "forces_ev_per_angstrom": [[-2.060, 2.391, -1.258], [2.364, -0.294, 0.563], [3.648, 1.835, 2.534], [-0.396, -2.029, 2.162], [-0.981, -0.868, 0.916], [0.178, -2.371, 0.710], [0.484, 0.936, 0.168], [-0.377, -0.532, 0.194], [-0.697, 0.501, -0.737], [-0.121, 0.627, -1.287], [-2.489, -1.948, -1.820], [0.274, -0.666, -1.309], [1.007, 1.057, -1.593], [-0.336, 0.516, 0.132], [-0.500, 0.844, 0.625]], "max_force_ev_per_a": 4.8, "relative_energy_kj_mol": 822.1, "charge": 0, "homo_ev": [-8.1, -9.2], "homo_lumo_gap_ha": [0.24339, 0.32846]}


No. 5
{"formula": "C5H8O2", "method": "the ωB97M-V functional and the def2-TZVPD basis", "symbols": ["C", "C", "O", "C", "C", "C", "O", "H", "H", "H", "H", "H", "H", "H", "H"], "positions_angstrom": [[-1.9923, -0.2212, -0.1254], [-1.0112, 0.8361, 0.1895], [-0.3908, 0.7777, 1.3699], [0.9230, 0.8837, 1.0621], [1.2363, -1.2130, 0.0054], [1.3074, 0.1226, -0.1181], [1.5847, 0.8141, -1.2761], [-1.4656, -1.1839, -0.2663], [-2.6926, -0.3623, 0.7053], [-2.5460, 0.0077, -1.0399], [-0.6452, 1.5596, -0.5297], [1.5510, 1.3419, 1.8117], [0.9993, -1.8810, -0.8099], [1.3099, -1.6600, 0.9847], [1.8320, 0.1780, -1.9631]], "forces_ev_per_angstrom": [[-0.001, -0.049, 0.007], [-1.202, 0.058, -0.840], [0.371, 0.062, 0.546], [0.680, 0.462, 0.370], [0.017, 0.057, -0.284], [0.284, -0.621, 0.138], [-0.155, -0.225, 0.054], [-0.142, 0.166, 0.011], [0.016, -0.001, -0.070], [0.046, -0.001, 0.180], [-0.100, -0.073, 0.155], [-0.001, 0.104, -0.131], [0.507, -0.091, -0.381], [-0.379, 0.083, 0.075], [0.059, 0.071, 0.171]], "max_force_ev_per_a": 1.5, "relative_energy_kj_mol": 478.9, "charge": 0, "homo_ev": [-7.4, -7.7], "homo_lumo_gap_ha": [0.28944, 0.31228]}


No. 6
{"formula": "C5H8O2", "method": "the ωB97M-V functional and the def2-TZVPD basis", "symbols": ["O", "C", "C", "C", "C", "O", "C", "H", "H", "H", "H", "H", "H", "H", "H"], "positions_angstrom": [[-1.4837, 1.0450, 0.7107], [-1.5221, -0.2268, 0.1039], [-0.1109, -0.7329, -0.0239], [1.1487, -0.2527, 1.5757], [1.7602, 0.4276, 0.4934], [2.7721, 1.0667, 0.6305], [0.9051, 0.1736, -0.7159], [-2.3848, 1.3920, 0.7488], [-2.1327, -0.9338, 0.6881], [-1.9605, -0.1745, -0.9105], [-0.1149, -1.7548, -0.4429], [0.5957, 0.3051, 2.3212], [0.5732, -1.2940, 1.3295], [0.4690, 1.1139, -1.0670], [1.4632, -0.2727, -1.5388]], "forces_ev_per_angstrom": [[-0.419, 0.261, 0.013], [0.107, -0.271, 0.070], [-0.170, 0.720, 0.045], [-3.367, -2.789, -0.243], [1.075, 0.141, -0.384], [0.280, 0.777, -0.411], [0.311, -0.156, -0.260], [0.244, -0.008, 0.004], [0.140, 0.119, -0.084], [0.097, 0.009, 0.152], [0.207, 0.222, 0.733], [0.140, 0.049, 0.135], [1.479, 1.091, 0.166], [-0.049, -0.110, 0.140], [-0.074, -0.056, -0.078]], "max_force_ev_per_a": 4.4, "relative_energy_kj_mol": 423.8, "charge": 0, "homo_ev": -8.5, "homo_lumo_gap_ha": 0.32911}


No. 7
{"formula": "C5H8O2", "method": "the ωB97M-V functional and the def2-TZVPD basis", "symbols": ["C", "C", "C", "C", "O", "C", "O", "H", "H", "H", "H", "H", "H", "H", "H"], "positions_angstrom": [[-1.3474, -0.4507, -0.9064], [-0.6385, -0.6721, 0.4130], [0.3329, 1.5853, 0.4659], [0.6754, 0.2876, 0.8947], [1.0858, -0.0716, 2.0352], [1.6422, -0.3240, -0.3019], [1.6480, -0.0930, -1.4681], [-1.9663, 0.4509, -0.8861], [-2.0048, -1.3055, -1.1041], [-0.6498, -0.3740, -1.7455], [-0.2090, -1.6745, 0.5065], [-1.2914, -0.5207, 1.2734], [0.0922, 1.7797, -0.5745], [0.3412, 2.4231, 1.1592], [2.2893, -1.0405, 0.2388]], "forces_ev_per_angstrom": [[0.038, 0.123, -0.059], [-0.025, -0.416, 0.144], [-0.051, 0.765, 0.133], [-0.264, -0.101, -0.638], [0.043, 0.045, 0.132], [0.139, -0.199, -0.475], [-0.050, -0.054, 0.762], [0.096, -0.121, -0.006], [0.112, 0.102, 0.067], [-0.116, -0.016, 0.110], [-0.067, 0.088, -0.037], [0.096, 0.004, -0.093], [0.046, -0.108, 0.156], [0.004, -0.114, -0.079], [0.000, 0.001, -0.116]], "max_force_ev_per_a": 0.8, "relative_energy_kj_mol": 438.1, "charge": 0, "homo_ev": [-8.8, -9.1], "homo_lumo_gap_ha": [0.25828, 0.30287]}


No. 8
{"formula": "C5H8O2", "method": "the ωB97M-V functional and the def2-TZVPD basis", "symbols": ["C", "C", "O", "C", "O", "C", "C", "H", "H", "H", "H", "H", "H", "H", "H"], "positions_angstrom": [[-1.2169, 1.2193, 0.2234], [-0.1521, 0.1862, 0.0704], [1.1184, 1.2453, 0.3254], [0.0276, -0.8205, 1.1980], [1.2373, -1.5162, 1.1030], [0.0409, -0.3854, -1.2495], [0.2768, -0.8766, -2.3238], [-1.8044, 1.1554, 1.1487], [-1.8383, 1.4127, -0.6583], [-0.2035, 1.8949, 0.3256], [1.5820, 1.5096, -0.4901], [-0.8395, -1.5047, 1.2298], [0.0453, -0.2590, 2.1359], [1.2487, -1.9658, 0.2464], [0.4778, -1.2953, -3.2850]], "forces_ev_per_angstrom": [[0.777, 1.134, 0.186], [1.883, 0.705, 0.058], [0.347, -1.852, -0.409], [-0.110, 0.220, 0.050], [0.043, -0.368, -0.108], [0.276, -0.268, -0.470], [-0.133, 0.183, 0.387], [0.230, -0.087, -0.310], [0.268, -0.141, 0.289], [-3.468, 0.803, 0.188], [-0.278, -0.623, 0.115], [0.113, 0.262, -0.166], [0.025, -0.055, -0.101], [0.092, 0.036, 0.153], [-0.065, 0.051, 0.137]], "max_force_ev_per_a": 3.6, "relative_energy_kj_mol": 432.4, "charge": 0, "homo_ev": -9.6, "homo_lumo_gap_ha": 0.38282, "smiles": "C#C[C@](C)(O)CO"}